# C9H14

A 2-piece molecular cluster, C9H14 overall in a non-equilibrium geometry (ωB97M-V/def2-TZVPD, the Open Molecules 2025 dataset).

Computed properties:
Relative energy (zero: lowest compared OMol25 entry of this formula, charge and spin): 2.5022 eV
Calculated total energy: -351.238238 Eh
Frontier orbital gap: 10.007 eV
Largest force on an atom: 5.7 eV Å⁻¹

XYZ file:
```
23
Properties=species:S:1:pos:R:3:forces:R:3:lowdin_charge:R:1
C -2.50774 2.32938 -1.67920 0.66 -0.46 0.29 -0.050
C -1.24215 1.37834 -1.30191 -2.73 2.33 -0.12 -0.243
C -0.00345 1.85376 -1.63513 2.15 0.06 0.15 -0.053
C 1.20536 1.24954 -1.09224 -5.08 0.50 -1.27 -0.030
C 0.91367 0.07414 -0.52945 -2.17 -0.79 -0.36 -0.121
C -0.31449 -0.59368 -0.42163 -1.19 3.38 0.02 -0.068
C -1.44405 0.17895 -0.57752 -0.61 -0.73 -2.39 -0.049
H -3.42826 1.74991 -1.78469 0.28 -0.34 -0.92 0.052
H -2.34059 3.08203 -2.50316 0.00 -1.33 0.50 0.079
H -2.88970 2.96743 -0.87413 0.97 0.00 0.56 0.058
H 0.09095 2.64977 -2.36768 -0.16 0.30 0.41 0.103
H 2.14524 1.65145 -1.13937 2.09 0.95 -0.27 0.078
H 1.56692 -0.49368 -0.08454 4.57 -2.69 2.04 0.043
H -0.42980 -1.55917 -0.07875 0.31 -1.96 0.78 0.075
H -2.45839 -0.29889 -0.60673 0.92 0.75 0.61 0.125
C 1.43919 -3.31996 2.53318 1.03 1.00 -0.61 -0.157
C 1.64616 -2.07902 3.34545 3.91 1.19 -3.83 -0.156
H 0.64066 -3.78113 2.98474 -2.36 -1.39 0.40 0.040
H 1.32237 -3.13178 1.49002 -0.51 -0.02 -0.77 0.050
H 2.23546 -4.01978 2.64234 0.95 -0.34 0.05 0.062
H 0.85870 -1.43449 3.37988 -2.55 1.30 0.70 0.029
H 2.05516 -2.43989 4.19714 0.74 -0.25 3.40 0.024
H 2.47621 -1.37038 2.89570 -1.22 -1.48 0.65 0.109
```
Positions in Å, forces in eV/Å.

***

# C27H63BFN6O15P2S

A 7-piece molecular cluster, C27H63BFN6O15P2S overall in a non-equilibrium geometry (ωB97M-V/def2-TZVPD, the Open Molecules 2025 dataset).

Computed properties:
Calculated total energy: -3728.967077 Eh
Net charge: +1
Frontier orbital gap: 8.636 eV
Largest force on an atom: 3.7 eV Å⁻¹

XYZ file:
```
116
Properties=species:S:1:pos:R:3:forces:R:3:lowdin_charge:R:1
C -1.86758 5.80759 -2.97104 0.11 -0.84 0.03 -0.096
C -0.39786 5.32683 -2.91803 -0.19 -0.02 0.32 -0.251
C 0.08977 4.98184 -1.49705 -0.56 -0.12 -0.36 -0.170
C -0.69510 3.78428 -0.86676 0.39 2.14 -0.80 -0.220
O 0.19557 2.67360 -0.83639 0.76 -0.78 0.25 -0.159
C -0.35042 1.36883 -0.76010 -1.59 1.24 -0.43 -0.488
P -1.99808 1.51649 0.29010 -1.37 -0.44 -0.12 0.842
N -3.24735 1.79349 -0.61599 0.16 0.30 0.37 -0.255
N -0.93559 0.97380 -2.01219 1.68 -1.93 0.43 0.038
C -0.13428 0.20361 -2.93689 -0.51 3.57 0.09 -0.631
F -1.07311 -0.41644 -3.75681 0.74 -0.78 0.24 -0.013
S 0.48378 1.45664 -4.19699 0.26 -0.08 -0.68 0.913
C 0.89481 -0.80851 -2.33729 -2.49 -2.17 -1.68 -0.201
C 1.96628 -1.11217 -3.39880 0.51 0.82 0.65 -0.153
P 1.54722 -1.82347 -5.04543 1.68 -2.19 -2.05 0.463
O 2.62334 -2.76593 -5.33385 0.55 -0.12 0.78 -0.253
O 1.63565 -0.71371 -6.23637 -1.34 -0.18 1.33 -0.138
O 0.14976 -2.60965 -5.23190 -0.06 1.51 0.27 -0.105
C 0.02938 -2.11296 -2.15594 0.50 0.51 0.56 -0.242
C -1.19712 -2.07634 -1.52381 -0.94 0.22 0.66 -0.019
C -1.91901 -3.24731 -1.31819 0.64 -0.01 -0.18 -0.014
C -1.34091 -4.43205 -1.75868 -1.12 0.69 0.68 -0.023
C -0.10400 -4.34432 -2.35222 0.35 -1.72 -0.41 -0.105
N 0.58873 -3.23987 -2.54063 0.01 0.32 -0.19 0.127
N 1.45506 -0.53601 -0.92299 1.04 1.49 -0.45 0.083
B 2.66669 0.43684 -1.09113 2.08 2.26 -0.23 -0.683
O 2.51761 1.51747 -1.91770 -1.44 -1.04 -0.06 0.183
O 3.86019 0.42904 -0.46231 -0.98 -0.73 0.74 0.269
N 1.83173 -1.69306 -0.22028 0.08 -0.49 0.63 0.081
C 1.04849 -2.50920 0.68536 -2.07 -2.45 -0.39 -0.360
C 0.32420 -2.20051 1.98013 0.21 1.62 0.58 0.033
O 1.02772 -3.69159 0.40632 0.89 0.67 -0.02 0.131
C 3.13274 -2.37842 -0.33691 2.31 -1.42 1.22 -0.358
C 3.65000 -3.39313 -1.35200 -0.93 0.51 -1.26 0.029
O 3.83956 -2.27963 0.64187 -0.85 0.67 -0.26 0.133
C 0.55827 0.31109 -0.05973 -1.96 1.55 0.52 -0.147
C 1.19273 1.08628 1.10143 0.40 0.21 1.30 -0.060
C 2.04988 0.43306 2.20462 0.25 0.50 1.39 -0.324
O 3.18874 1.29915 2.40456 0.06 -0.77 -0.89 -0.041
C 1.29403 0.41782 3.60840 0.33 0.19 -0.30 -0.206
N 1.48355 1.68363 4.34047 -0.52 -0.62 -0.52 0.030
H -2.20420 6.28151 -2.04129 0.22 0.20 -0.24 0.081
H -2.03322 6.44004 -3.84394 -0.07 0.00 0.26 0.067
H -2.50035 4.91758 -3.10733 -0.09 0.36 0.01 0.070
H -0.33154 4.41050 -3.52275 0.20 0.35 -0.19 0.070
H 0.25635 6.09802 -3.33978 0.00 -0.27 0.00 0.113
H -0.06739 5.87506 -0.87896 0.30 -0.25 0.04 0.118
H 1.15348 4.71472 -1.52275 -0.13 0.21 0.17 0.108
H -1.56940 3.65519 -1.52042 0.02 -0.55 0.46 0.101
H -0.98974 4.14986 0.12628 -0.09 -0.75 0.01 0.114
H -1.80607 2.46198 1.32524 0.40 -0.27 -0.14 0.028
H -2.20230 0.26744 0.95298 0.76 0.24 0.17 0.033
H -3.90727 1.02445 -0.55289 0.01 0.06 -0.29 -0.016
H -1.36512 1.72192 -2.54230 -0.38 0.09 0.46 0.102
H 0.85604 2.52527 -3.46272 -0.11 -0.58 0.32 -0.115
H 2.70466 -1.80335 -2.97981 -0.44 -0.30 -0.39 0.079
H 2.57259 -0.24298 -3.70632 -0.49 0.14 0.32 0.099
H 0.75038 -0.48536 -6.55314 0.26 0.47 -0.21 0.065
H -0.46693 -2.11438 -5.78800 -0.29 -0.26 0.17 0.085
H -1.65554 -1.16167 -1.16154 0.18 0.06 -0.36 0.098
H -2.88005 -3.20594 -0.81516 0.10 -0.11 -0.11 0.121
H -1.88071 -5.35694 -1.58712 0.38 -0.10 -0.28 0.120
H 0.34075 -5.27990 -2.69750 0.17 0.33 0.01 0.134
H 2.54375 2.33720 -1.40637 0.33 0.12 -0.23 0.137
H 3.87546 0.23720 0.49079 0.29 -0.36 -0.14 0.109
H -0.39050 -2.96679 2.28220 0.28 -0.23 -0.66 0.096
H -0.20495 -1.24301 2.04347 0.24 -0.15 -0.13 0.061
H 1.07599 -2.18304 2.78362 -0.10 -0.03 -0.23 0.091
H 2.92148 -3.74755 -2.08831 0.00 0.29 0.19 0.070
H 4.03751 -4.26716 -0.82664 -0.01 0.39 0.26 0.107
H 4.47348 -2.91500 -1.90163 -0.08 -0.16 0.17 0.110
H -0.26441 -0.27902 0.35567 0.93 -0.92 -0.25 0.086
H 1.70691 2.02208 0.84217 0.01 -0.47 -0.54 0.124
H 0.33664 1.48005 1.67689 -0.04 -0.07 -0.49 0.114
H 2.47568 -0.55473 2.00080 -0.59 -0.01 -0.27 0.113
H 3.76815 0.80182 2.99571 0.19 0.39 0.09 0.113
H 0.21207 0.28527 3.48496 0.27 -0.43 -0.11 0.103
H 1.71476 -0.41939 4.18066 -0.29 0.06 -0.05 0.117
H 0.56304 2.03845 4.56478 0.19 0.12 0.41 0.076
H 1.97744 1.49038 5.20060 -0.04 0.38 0.05 0.082
C 0.12736 -5.44018 4.32840 0.35 -0.10 -0.02 -0.128
O 0.88246 -4.26595 4.64908 -0.14 0.25 -0.10 -0.146
H -0.92925 -5.20187 4.42355 0.03 0.06 0.04 0.064
H 0.33622 -5.75024 3.30077 -0.11 -0.07 0.00 0.079
H 0.38000 -6.24666 5.01809 -0.15 -0.06 -0.03 0.066
H 1.81265 -4.49180 4.56087 0.00 -0.01 0.09 0.076
C -2.86114 -2.93666 4.81221 0.41 0.08 0.06 -0.154
O -2.08671 -1.78141 5.12651 -0.02 0.13 -0.20 -0.131
H -3.91424 -2.68579 4.90762 0.04 0.09 0.01 0.082
H -2.65429 -3.25209 3.78429 -0.17 -0.17 0.02 0.065
H -2.61817 -3.74361 5.50699 -0.15 -0.11 -0.09 0.078
H -1.16032 -2.02868 5.03910 0.00 -0.06 0.17 0.054
C -0.97415 5.39395 -7.07229 -0.08 -0.29 0.11 -0.143
O -1.90128 5.01817 -6.05553 0.10 0.07 -0.02 -0.136
H -1.00359 6.47538 -7.17721 -0.05 -0.01 0.05 0.081
H 0.03867 5.08777 -6.79528 0.06 0.09 -0.12 0.073
H -1.24810 4.93419 -8.02452 0.10 0.10 -0.07 0.078
H -1.86413 4.06106 -5.97529 -0.09 0.00 0.01 0.067
C -7.01623 1.83657 -0.08502 0.37 0.15 -0.01 -0.173
O -6.30443 2.99204 0.33394 -0.14 -0.05 0.08 -0.133
H -8.07516 2.00286 0.09585 0.02 0.03 0.02 0.078
H -6.85981 1.65953 -1.15340 -0.12 -0.12 0.00 0.075
H -6.69060 0.95985 0.48526 -0.14 -0.10 -0.06 0.069
H -5.37080 2.82960 0.16784 0.15 0.10 -0.09 0.022
C 1.38623 -6.32248 8.21318 -0.11 -0.30 0.06 -0.150
O 0.69413 -7.21032 7.33828 0.05 0.14 -0.07 -0.136
H 1.64349 -5.42532 7.65426 -0.05 -0.03 -0.05 0.070
H 0.74922 -6.04828 9.05712 0.10 0.11 0.04 0.079
H 2.30183 -6.79063 8.58217 0.04 0.13 0.06 0.078
H 0.47220 -7.99716 7.84355 -0.03 -0.03 -0.07 0.076
C 1.71458 4.87060 1.56253 0.02 -0.31 0.38 -0.143
O 0.74902 4.80578 2.60667 -0.23 0.05 -0.24 -0.111
H 1.79112 5.89979 1.22094 -0.08 0.01 0.06 0.090
H 2.68750 4.53893 1.93557 0.07 0.05 -0.16 0.088
H 1.40215 4.23695 0.72917 0.17 0.07 -0.13 0.037
H 0.70153 3.88921 2.89574 0.20 0.05 0.20 0.039
```
Positions in Å, forces in eV/Å.

***

The lowest unoccupied orbital energy results, record by record, are as follows: 1.017; -3.104 eV.